Below is a structure of composition C6H11NO2P, with properties calculated with ωB97M-V/def2-TZVPD.

```
21
Properties=species:S:1:pos:R:3
C -2.11 -1.06 -1.05
C 0.21 -1.84 -1.82
C -0.91 -1.86 -0.72
C 0.33 2.80 0.69
C 1.46 -1.17 1.60
C -0.64 1.90 0.04
N -3.01 -0.39 -0.96
O 0.95 -0.72 -1.15
O -0.50 0.56 0.64
P 0.25 -0.69 0.23
H 0.73 -2.78 -1.80
H -0.02 -1.55 -2.83
H -1.39 -2.72 -0.26
H 0.36 2.80 1.77
H 1.31 2.43 0.39
H 0.26 3.87 0.33
H 1.47 -2.12 1.89
H 1.16 -0.62 2.46
H 2.43 -0.83 1.17
H -0.68 1.84 -1.07
H -1.66 2.18 0.45
```

Results
- ΔE to the lowest compared entry with this formula, charge and spin: 0.0000 eV
- Net charge: +1
- Kohn-Sham gap: 0.4310 Ha

---

Below is an isolated molecule of C17H21N3O3S, with properties calculated with ωB97M-V/def2-TZVPD.

```
45
Properties=species:S:1:pos:R:3
C 2.59 2.32 -2.99
C 1.75 1.54 -4.00
C 1.45 0.11 -3.53
N 0.62 0.09 -2.35
C -0.67 -0.32 -2.36
O -1.20 -0.78 -3.36
C -1.35 -0.16 -1.06
C -1.04 0.71 -0.03
C -1.99 0.51 0.98
S -1.99 1.22 2.60
O -2.99 0.56 3.37
O -2.01 2.65 2.53
N -0.48 0.78 3.19
C 0.63 1.72 3.05
C 1.80 0.95 2.41
C 1.28 -0.45 2.33
C 1.87 -1.60 1.86
C 1.14 -2.78 1.87
C -0.16 -2.81 2.35
C -0.77 -1.65 2.83
C -0.04 -0.48 2.80
C -2.84 -0.48 0.54
N -2.46 -0.86 -0.70
C -3.11 -1.90 -1.45
H 2.86 3.29 -3.40
H 2.05 2.48 -2.07
H 3.51 1.78 -2.77
H 2.28 1.48 -4.95
H 0.81 2.06 -4.17
H 0.89 -0.42 -4.30
H 2.38 -0.42 -3.33
H 1.01 0.45 -1.50
H -0.26 1.44 0.00
H 0.29 2.58 2.47
H 0.90 2.08 4.05
H 2.70 1.01 3.02
H 2.06 1.34 1.42
H 2.88 -1.58 1.48
H 1.60 -3.69 1.51
H -0.71 -3.74 2.36
H -1.78 -1.65 3.20
H -3.69 -0.90 1.04
H -4.19 -1.80 -1.36
H -2.82 -1.81 -2.50
H -2.81 -2.88 -1.08
```

Results
- ΔE to the lowest compared entry with this formula, charge and spin: 2.0718 eV
- SMILES string: CCCNC(=O)c1cc(S(=O)(=O)N2CCc3ccccc32)cn1C
- Kohn-Sham gap: 0.3304 Ha

---

Below is the ion C11H15IN with charge +1, with properties calculated with ωB97M-V/def2-TZVPD.

```
28
Properties=species:S:1:pos:R:3
C 1.58 -0.10 2.43
N 1.11 0.37 1.06
C -0.30 0.31 1.23
C -1.11 0.66 -0.04
C -2.49 0.66 -0.04
C -3.27 0.71 -1.20
C -2.63 0.75 -2.41
C -1.24 0.64 -2.47
C -0.54 0.63 -1.29
C 0.96 0.56 -1.32
C 1.60 -0.24 -0.21
C 1.27 -1.64 -0.55
I 3.78 0.04 -0.39
H 1.19 -1.07 2.58
H 2.62 -0.20 2.34
H 1.45 0.66 3.13
H 1.48 1.31 0.90
H -0.58 1.09 1.89
H -0.76 -0.62 1.60
H -2.95 0.49 0.89
H -4.37 0.93 -1.21
H -3.20 0.52 -3.30
H -0.60 0.55 -3.38
H 1.39 0.16 -2.26
H 1.34 1.66 -1.45
H 1.70 -2.38 0.10
H 1.49 -1.89 -1.55
H 0.17 -1.67 -0.51
```

Results
- ΔE to the lowest compared entry with this formula, charge and spin: 1.9805 eV
- SMILES string: C[N@@H+]1Cc2ccccc2C[C@@]1(C)I
- Net charge: +1
- Kohn-Sham gap: 0.3368 Ha

---

Below is a cluster of 2 separate species, C16H18F8O4 in total, with properties calculated with ωB97M-V/def2-TZVPD.

```
46
Properties=species:S:1:pos:R:3
C 1.01 1.38 -2.73
C 0.09 1.95 -1.96
C 0.10 2.01 -0.50
C 0.90 2.70 0.31
C 2.06 3.61 0.04
C 1.61 5.08 -0.24
C 3.06 3.14 -1.03
C 3.56 1.69 -0.83
C 4.88 1.62 -0.02
C 0.47 2.49 1.74
O 0.98 2.82 2.70
O -0.73 1.79 1.71
C -0.85 1.31 0.46
O -1.55 0.45 0.12
H 1.41 0.39 -2.53
H 1.43 1.92 -3.57
H -0.79 2.37 -2.45
H 2.63 3.67 0.97
H 2.12 5.45 -1.13
H 1.94 5.71 0.59
H 0.52 5.18 -0.28
H 2.69 3.33 -2.03
H 3.95 3.78 -0.92
H 2.84 1.04 -0.34
H 3.78 1.28 -1.82
H 4.71 1.90 1.02
H 5.23 0.59 -0.03
H 5.61 2.29 -0.48
F -1.45 -3.64 1.73
C -2.18 -2.54 2.00
F -2.13 -2.34 3.34
C -3.63 -2.70 1.56
F -4.25 -3.67 2.27
F -4.28 -1.54 1.85
C -3.85 -2.96 0.06
O -4.01 -4.31 -0.34
C -2.87 -5.06 -0.54
F -1.78 -4.27 -0.57
F -2.98 -5.61 -1.77
C -2.73 -6.20 0.48
F -2.74 -5.72 1.74
F -1.56 -6.84 0.29
H -1.72 -1.68 1.51
H -4.81 -2.50 -0.19
H -3.12 -2.44 -0.56
H -3.55 -6.91 0.37
```

Results
- SMILES string: C=CC1=C([C@H](C)CCC)C(=O)OC1=O.FC(F)C(F)(F)COC(F)(F)C(F)F
- Kohn-Sham gap: 0.3255 Ha

---

Below is a structure of composition C26H30FN7O4RuS2, with properties calculated with ωB97M-V/def2-TZVPD.

```
71
Properties=species:S:1:pos:R:3
Ru -0.49 -0.10 1.23
F 4.32 4.68 -0.89
C 3.13 4.90 -0.29
C 2.27 3.87 -0.10
C 1.02 4.11 0.48
C 0.11 2.99 0.70
O 0.43 1.85 0.32
C -1.14 3.31 1.33
C -1.43 4.59 1.64
N -0.56 5.64 1.46
C -0.97 6.98 1.83
C -1.71 7.18 3.11
C -0.29 7.66 2.98
C 0.67 5.41 0.88
C 1.60 6.45 0.68
C 2.83 6.20 0.11
N 3.76 7.28 -0.07
C 3.76 7.87 -1.39
C 4.43 9.23 -1.34
N 5.82 9.06 -0.78
C 5.81 8.38 0.57
C 5.11 7.04 0.41
C -2.10 2.18 1.63
O -3.22 2.19 1.15
O -1.58 1.27 2.40
H 2.52 2.86 -0.41
H -2.39 4.85 2.07
H -1.26 7.59 0.98
H -1.88 6.32 3.74
H -2.50 7.91 3.11
H 0.46 7.09 3.51
H -0.10 8.72 2.91
H 1.37 7.46 0.99
H 2.73 8.01 -1.73
H 4.27 7.23 -2.13
H 3.90 9.90 -0.67
H 4.52 9.68 -2.32
H 6.28 9.97 -0.71
H 6.38 8.50 -1.42
H 5.28 9.03 1.26
H 6.84 8.26 0.90
H 5.08 6.55 1.38
H 5.70 6.41 -0.26
S 1.60 0.12 2.66
C 2.50 -1.25 2.26
C 3.89 -1.22 2.63
N 5.00 -1.17 2.94
C 1.97 -2.37 1.62
S 0.37 -2.54 1.10
C 2.84 -3.49 1.37
N 3.51 -4.39 1.14
C -1.35 -1.79 -3.06
N -2.47 -2.09 -2.18
C -3.72 -2.41 -2.85
C -2.42 -1.61 -0.91
O -1.55 -0.77 -0.61
N -3.30 -2.09 0.00
C -3.79 -3.47 -0.04
C -3.47 -1.39 1.27
H -1.31 -2.55 -3.84
H -0.42 -1.79 -2.50
H -1.47 -0.81 -3.54
H -3.83 -1.76 -3.72
H -4.57 -2.24 -2.19
H -3.74 -3.45 -3.19
H -3.30 -4.03 -0.83
H -4.87 -3.51 -0.18
H -3.56 -3.95 0.91
H -3.47 -0.32 1.13
H -2.69 -1.67 1.99
H -4.43 -1.68 1.69
```

Results
- ΔE to the lowest compared entry with this formula, charge and spin: 0.1469 eV
- Net charge: +1
- Kohn-Sham gap (spin up / spin down): 0.2105 / 0.2329 Ha
- Multiplicity: 6
- ⟨S²⟩: 8.780

---

Below is a cluster of 3 separate species, C2H9NS in total, with properties calculated with ωB97M-V/def2-TZVPD.

```
13
Properties=species:S:1:pos:R:3
H 2.30 5.80 2.69
H 2.84 6.14 2.56
C -1.54 -1.19 -0.90
C -2.66 -1.82 -1.66
S -1.18 -2.78 -1.96
H -1.35 -1.27 0.16
H -0.78 -0.42 -1.10
H -3.29 -2.34 -1.00
H -3.13 -1.42 -2.63
N 2.01 -0.19 1.14
H 1.35 0.13 0.44
H 2.76 0.40 1.37
H 2.68 -1.02 0.90
```

Results
- ΔE to the lowest compared entry with this formula, charge and spin: 2.8755 eV
- SMILES string: [H][H].C1CS1.N
- Kohn-Sham gap: 0.3493 Ha

---

no.,energy (Eh)
1,-781.52246
2,-1448.58826
3,-780.30925
4,-1720.29609
5,-2683.84301
6,-534.42401